{"formula": "C24H14Cl68N3O2", "method": "the ωB97M-V functional and the def2-TZVPD basis", "symbols": ["C", "C", "C", "N", "C", "N", "N", "C", "C", "O", "C", "O", "H", "H", "H", "H", "H", "H", "H", "H", "H", "H", "H", "H", "H", "H", "C", "Cl", "Cl", "Cl", "Cl", "C", "Cl", "Cl", "Cl", "Cl", "C", "Cl", "Cl", "Cl", "Cl", "C", "Cl", "Cl", "Cl", "Cl", "C", "Cl", "Cl", "Cl", "Cl", "C", "Cl", "Cl", "Cl", "Cl", "C", "Cl", "Cl", "Cl", "Cl", "C", "Cl", "Cl", "Cl", "Cl", "C", "Cl", "Cl", "Cl", "Cl", "C", "Cl", "Cl", "Cl", "Cl", "C", "Cl", "Cl", "Cl", "Cl", "C", "Cl", "Cl", "Cl", "Cl", "C", "Cl", "Cl", "Cl", "Cl", "C", "Cl", "Cl", "Cl", "Cl", "C", "Cl", "Cl", "Cl", "Cl", "C", "Cl", "Cl", "Cl", "Cl", "C", "Cl", "Cl", "Cl", "Cl"], "positions_angstrom": [[-3.340, 1.884, 1.790], [-3.175, 2.309, 0.363], [-2.195, 1.561, -0.725], [-0.821, 2.174, -0.872], [0.235, 1.464, -0.053], [0.326, -0.022, 0.210], [1.269, 2.244, 0.481], [2.426, 1.705, 1.291], [3.032, 2.804, 2.393], [2.259, 2.844, 3.654], [0.938, 3.464, 3.473], [0.632, 4.753, 3.644], [-3.615, 2.726, 2.574], [-3.244, 0.741, 2.121], [-3.833, 3.223, -0.032], [-2.732, 1.683, -1.784], [-2.211, 0.416, -0.491], [-0.544, 2.278, -1.883], [-0.541, -0.421, 0.630], [0.667, -0.564, -0.615], [1.268, 3.290, 0.297], [2.196, 0.739, 1.910], [3.301, 1.469, 0.513], [4.102, 2.366, 2.690], [3.217, 3.855, 1.904], [0.070, 2.745, 3.081], [-1.524, 1.265, -4.711], [-1.409, -0.128, -3.606], [-1.782, 0.683, -6.375], [-2.891, 2.299, -4.225], [-0.012, 2.206, -4.639], [-5.495, -1.185, -1.134], [-7.106, -1.507, -1.823], [-4.541, -2.691, -1.126], [-4.660, 0.041, -2.122], [-5.671, -0.585, 0.534], [3.923, 6.895, 3.236], [4.038, 5.503, 4.341], [3.665, 6.313, 1.572], [2.556, 7.929, 3.722], [5.435, 7.836, 3.308], [1.805, 5.840, -4.739], [3.094, 7.070, -4.735], [2.508, 4.244, -5.106], [1.025, 5.791, -3.138], [0.593, 6.254, -5.978], [4.014, 8.597, 7.745], [2.352, 9.154, 7.428], [4.864, 8.353, 6.198], [4.877, 9.821, 8.710], [3.964, 7.059, 8.644], [-4.178, -6.881, -0.769], [-3.278, -5.344, -0.831], [-5.700, -6.715, -1.681], [-3.191, -8.177, -1.491], [-4.543, -7.288, 0.927], [1.078, -9.170, -1.439], [0.055, -7.878, -0.761], [1.250, -10.480, -0.243], [0.322, -9.812, -2.919], [2.686, -8.510, -1.831], [-8.191, 1.748, -4.377], [-8.500, 2.142, -2.667], [-9.115, 0.293, -4.827], [-8.697, 3.114, -5.402], [-6.451, 1.442, -4.611], [0.336, -3.180, -5.667], [1.236, -1.644, -5.729], [-1.186, -3.014, -6.578], [1.323, -4.476, -6.389], [-0.029, -3.587, -3.971], [9.355, 6.758, 2.633], [11.101, 6.939, 2.328], [9.081, 5.361, 3.704], [8.732, 8.235, 3.412], [8.506, 6.498, 1.088], [-2.352, 6.791, 2.767], [-2.630, 5.557, 1.512], [-0.874, 7.708, 2.381], [-3.743, 7.903, 2.824], [-2.161, 5.996, 4.350], [-10.165, -3.519, -0.453], [-8.599, -4.309, -0.141], [-10.700, -2.661, 1.014], [-9.988, -2.355, -1.791], [-11.374, -4.751, -0.895], [1.242, -13.365, 3.064], [2.808, -14.154, 3.376], [0.706, -12.507, 4.531], [1.419, -12.201, 1.727], [0.033, -14.597, 2.622], [-12.750, -3.002, 4.667], [-14.361, -3.323, 3.978], [-11.796, -4.507, 4.675], [-11.915, -1.776, 3.679], [-12.926, -2.401, 6.335], [11.182, 1.851, 2.640], [10.494, 3.267, 1.805], [12.344, 1.034, 1.564], [12.016, 2.382, 4.122], [9.873, 0.720, 3.068], [0.843, -11.785, -6.374], [0.565, -13.019, -7.628], [2.321, -10.868, -6.760], [-0.548, -10.673, -6.316], [1.034, -12.580, -4.791], [10.937, 1.997, -2.401], [9.326, 1.676, -3.090], [11.891, 0.492, -2.393], [11.772, 3.223, -3.389], [10.761, 2.598, -0.733]], "lowdin_charge": [-0.037, -0.159, -0.296, 0.027, -0.137, 0.106, 0.099, -0.119, -0.175, -0.154, -0.143, -0.073, 0.067, 0.071, 0.110, 0.001, 0.098, 0.085, 0.100, 0.119, 0.187, 0.146, 0.159, 0.163, 0.058, 0.164, -1.961, 0.511, 0.548, 0.549, 0.503, -1.945, 0.485, 0.478, 0.508, 0.540, -1.962, 0.560, 0.536, 0.515, 0.475, -2.012, 0.532, 0.485, 0.484, 0.529, -1.992, 0.511, 0.467, 0.523, 0.514, -1.989, 0.457, 0.521, 0.503, 0.528, -1.970, 0.486, 0.457, 0.492, 0.522, -2.006, 0.511, 0.514, 0.526, 0.470, -2.010, 0.492, 0.512, 0.533, 0.488, -2.003, 0.527, 0.486, 0.504, 0.505, -2.000, 0.501, 0.507, 0.529, 0.530, -1.985, 0.498, 0.483, 0.475, 0.531, -1.988, 0.519, 0.516, 0.442, 0.519, -2.004, 0.518, 0.512, 0.472, 0.517, -1.966, 0.416, 0.514, 0.533, 0.520, -2.012, 0.520, 0.509, 0.496, 0.495, -1.987, 0.500, 0.515, 0.518, 0.434], "gap_ev": 7.455, "lumo_energy_ev": -4.376, "total_charge": 1, "e_tot_ev": -885185.750, "homo_ev": -11.831}

***

{"formula": "C10H21NOSi", "method": "the ωB97M-V functional and the def2-TZVPD basis", "symbols": ["C", "Si", "C", "C", "N", "C", "O", "H", "H", "H", "H", "H", "H", "H", "H", "H", "C", "C", "C", "C", "C", "C", "H", "H", "H", "H", "H", "H", "H", "H", "H", "H", "H", "H"], "positions_angstrom": [[1.913, 1.805, -1.266], [2.435, 0.512, -0.029], [3.301, -0.934, -0.784], [3.581, 0.992, 1.551], [0.918, -0.152, 0.441], [0.533, -0.712, 1.421], [-0.056, -1.337, 2.191], [1.683, 1.337, -2.172], [0.890, 2.249, -0.806], [2.636, 2.601, -1.631], [4.214, -0.812, -1.272], [3.565, -1.740, -0.049], [2.637, -1.369, -1.509], [2.913, 0.785, 2.488], [4.617, 0.506, 1.612], [3.856, 2.101, 1.502], [-0.233, -1.766, -1.659], [-1.064, -0.702, -0.989], [-2.195, -0.810, -0.346], [-3.187, 0.092, 0.254], [-3.621, -0.462, 1.549], [-2.718, 1.536, 0.410], [0.812, -1.871, -1.448], [-0.322, -1.611, -2.727], [-0.671, -2.729, -1.435], [-0.774, 0.363, -1.391], [-2.365, -1.938, -0.040], [-4.006, 0.200, -0.579], [-2.709, -0.483, 2.150], [-4.114, -1.493, 1.562], [-4.523, 0.035, 1.978], [-1.746, 1.691, 0.766], [-3.514, 2.205, 0.870], [-2.685, 1.909, -0.612]], "lowdin_charge": [-0.183, 0.462, -0.182, -0.185, 0.050, -0.407, 0.176, -0.012, 0.082, 0.050, 0.005, 0.064, 0.000, 0.039, 0.035, 0.021, -0.084, -0.222, -0.151, -0.479, -0.112, -0.081, 0.026, 0.077, 0.073, 0.128, 0.151, 0.169, 0.081, 0.100, 0.087, 0.047, 0.104, 0.069], "gap_ev": 9.613, "lumo_energy_ev": 0.677, "total_charge": 0, "e_tot_ev": -22125.087, "homo_ev": -8.936}

***

{"formula": "C26H36N6O3", "method": "the ωB97M-V functional and the def2-TZVPD basis", "symbols": ["C", "C", "C", "C", "C", "N", "N", "N", "N", "C", "C", "C", "C", "C", "C", "O", "C", "C", "O", "C", "C", "N", "C", "C", "N", "C", "C", "C", "C", "C", "O", "C", "C", "C", "C", "H", "H", "H", "H", "H", "H", "H", "H", "H", "H", "H", "H", "H", "H", "H", "H", "H", "H", "H", "H", "H", "H", "H", "H", "H", "H", "H", "H", "H", "H", "H", "H", "H", "H", "H", "H"], "positions_angstrom": [[-4.798, -4.377, 0.139], [-3.290, -4.522, 0.312], [-2.469, -3.308, -0.162], [-2.797, -2.979, -1.621], [-0.975, -3.617, -0.017], [-2.768, -2.183, 0.717], [-3.373, -2.395, 1.888], [-3.449, -1.294, 2.503], [-2.905, -0.318, 1.794], [-2.470, -0.852, 0.674], [-1.764, -0.125, -0.422], [-2.003, 1.372, -0.416], [-2.216, 2.015, -1.622], [-2.373, 3.394, -1.676], [-2.325, 4.154, -0.522], [-2.473, 5.506, -0.462], [-2.710, 6.204, -1.658], [-2.117, 3.504, 0.716], [-2.100, 4.312, 1.809], [-1.968, 3.713, 3.076], [-1.947, 2.132, 0.750], [-0.343, -0.505, -0.388], [0.373, -0.054, 0.794], [1.751, -0.709, 0.811], [2.486, -0.331, -0.378], [3.876, -0.338, -0.355], [4.642, -0.900, -1.382], [6.019, -0.829, -1.341], [6.685, -0.217, -0.292], [5.936, 0.346, 0.735], [6.458, 0.984, 1.824], [7.856, 1.097, 1.926], [4.548, 0.287, 0.693], [1.777, -0.726, -1.571], [0.387, -0.086, -1.569], [-5.292, -5.265, 0.525], [-5.165, -3.520, 0.697], [-5.072, -4.264, -0.906], [-2.943, -5.391, -0.252], [-3.075, -4.694, 1.367], [-3.712, -2.396, -1.697], [-1.983, -2.435, -2.090], [-2.935, -3.907, -2.171], [-0.394, -2.727, -0.254], [-0.750, -3.926, 1.002], [-0.696, -4.421, -0.693], [-2.149, -0.503, -1.374], [-2.267, 1.449, -2.541], [-2.539, 3.860, -2.634], [-3.638, 5.876, -2.140], [-2.805, 7.251, -1.373], [-1.878, 6.095, -2.362], [-2.761, 2.982, 3.261], [-2.049, 4.527, 3.793], [-0.994, 3.226, 3.190], [-1.814, 1.628, 1.690], [-0.185, -0.352, 1.684], [0.496, 1.040, 0.799], [2.293, -0.399, 1.702], [1.626, -1.805, 0.846], [4.171, -1.411, -2.206], [6.595, -1.272, -2.140], [7.762, -0.186, -0.290], [8.042, 1.638, 2.852], [8.277, 1.662, 1.087], [8.337, 0.114, 1.979], [4.010, 0.764, 1.496], [2.317, -0.368, -2.448], [1.669, -1.822, -1.636], [-0.157, -0.413, -2.459], [0.497, 1.010, -1.610]], "lowdin_charge": [-0.094, -0.212, -0.494, -0.020, -0.019, 0.018, 0.044, -0.019, 0.078, -0.218, -0.199, -0.178, -0.045, -0.012, -0.198, -0.062, -0.087, -0.182, -0.061, -0.074, 0.018, -0.127, -0.149, -0.132, -0.098, -0.221, -0.041, -0.086, -0.042, -0.275, -0.085, -0.095, 0.052, -0.155, -0.156, 0.074, 0.063, 0.065, 0.119, 0.105, 0.094, 0.072, 0.094, 0.050, 0.093, 0.091, 0.123, 0.112, 0.103, 0.096, 0.094, 0.096, 0.100, 0.094, 0.096, 0.081, 0.126, 0.130, 0.114, 0.129, 0.095, 0.105, 0.098, 0.092, 0.095, 0.094, 0.119, 0.122, 0.130, 0.125, 0.133], "gap_ev": 8.460, "lumo_energy_ev": 0.579, "total_charge": 0, "e_tot_ev": -42627.371, "homo_ev": -7.881}

***

{"formula": "C16H23BHgN6", "method": "the ωB97M-V functional and the def2-TZVPD basis", "symbols": ["C", "N", "N", "C", "C", "B", "N", "N", "C", "C", "C", "Hg", "N", "N", "C", "C", "C", "H", "H", "H", "H", "H", "H", "H", "H", "H", "H", "H", "C", "H", "H", "H", "C", "C", "C", "C", "C", "C", "H", "H", "H", "H", "H", "H", "H", "H", "H"], "positions_angstrom": [[-2.821, 0.613, -1.255], [-1.505, 0.837, -1.169], [-1.259, 2.038, -1.792], [-2.421, 2.569, -2.229], [-3.443, 1.687, -1.917], [0.218, 2.510, -1.956], [0.848, 2.703, -0.536], [1.011, 1.660, 0.356], [1.741, 2.112, 1.400], [2.026, 3.462, 1.190], [1.447, 3.797, -0.023], [0.124, -0.316, 0.584], [0.995, 1.314, -2.606], [1.082, 0.120, -1.942], [1.792, -0.713, -2.702], [2.187, -0.056, -3.884], [1.665, 1.231, -3.781], [1.987, -1.728, -2.377], [1.714, 2.092, -4.433], [2.777, -0.462, -4.692], [0.288, 3.490, -2.631], [1.425, 4.734, -0.558], [-2.426, 3.528, -2.731], [2.601, 4.094, 1.840], [-4.491, 1.793, -2.142], [2.003, 1.434, 2.204], [-3.256, -0.292, -0.851], [2.055, -1.148, 2.389], [1.519, -1.222, 3.340], [2.068, -0.675, 4.116], [0.506, -0.823, 3.207], [1.452, -2.278, 3.629], [-0.359, -5.222, 2.405], [-1.509, -4.210, 2.473], [-2.796, -4.823, 1.924], [-1.725, -3.747, 3.921], [-1.162, -3.051, 1.633], [-0.723, -2.079, 1.037], [-0.613, -6.112, 2.988], [0.569, -4.796, 2.806], [-0.167, -5.520, 1.369], [-3.061, -5.702, 2.516], [-3.616, -4.099, 1.972], [-2.666, -5.118, 0.879], [-0.819, -3.289, 4.336], [-2.529, -3.003, 3.970], [-2.000, -4.601, 4.546]], "lowdin_charge": [-0.027, 0.080, 0.031, 0.073, 0.122, -0.445, -0.023, -0.127, -0.094, -0.010, -0.028, 1.154, 0.026, 0.080, -0.031, 0.121, 0.081, 0.142, 0.162, 0.149, 0.130, 0.140, 0.165, 0.117, 0.150, 0.109, 0.141, -0.009, -0.081, 0.037, -0.016, 0.028, -0.042, -0.638, -0.052, -0.039, -0.150, -0.241, 0.097, 0.084, 0.092, 0.095, 0.089, 0.090, 0.078, 0.092, 0.098], "gap_ev": [3.593, 3.495], "lumo_energy_ev": [-10.887, -10.984], "total_charge": 2, "e_tot_ev": -30736.533, "homo_ev": [-14.481, -14.480]}

***

{"formula": "C25H35F3KN8O4S", "method": "the ωB97M-V functional and the def2-TZVPD basis", "symbols": ["K", "O", "C", "N", "C", "O", "C", "C", "C", "C", "C", "N", "C", "C", "C", "C", "C", "N", "H", "H", "H", "H", "H", "H", "H", "H", "C", "C", "N", "C", "C", "N", "C", "C", "N", "H", "H", "H", "H", "H", "H", "H", "H", "H", "H", "H", "H", "H", "H", "H", "C", "N", "C", "C", "S", "N", "C", "C", "H", "H", "H", "H", "H", "H", "H", "H", "H", "H", "H", "H", "F", "C", "F", "F", "C", "O", "O"], "positions_angstrom": [[0.237, -1.351, 0.554], [3.728, -3.973, -1.660], [2.980, -3.364, -0.902], [2.206, -2.289, -1.164], [2.566, -1.484, -2.193], [3.690, -1.221, -2.607], [1.404, -0.753, -2.859], [1.524, -0.367, -4.189], [0.454, 0.269, -4.795], [-0.686, 0.527, -4.048], [-0.703, 0.138, -2.718], [0.314, -0.495, -2.137], [2.830, -3.940, 0.510], [3.334, -5.213, 0.752], [3.248, -5.738, 2.027], [2.675, -4.968, 3.029], [2.202, -3.708, 2.698], [2.265, -3.202, 1.467], [2.447, -0.581, -4.709], [0.509, 0.562, -5.837], [-1.544, 1.028, -4.476], [-1.568, 0.321, -2.085], [3.787, -5.742, -0.074], [3.627, -6.730, 2.243], [2.593, -5.330, 4.045], [1.764, -3.066, 3.455], [-0.361, 0.824, 3.461], [0.852, 0.469, 4.335], [1.849, -0.365, 3.669], [3.140, 0.250, 3.387], [3.579, 0.084, 1.929], [2.534, 0.383, 0.968], [2.063, 1.749, 0.834], [1.052, 2.163, 1.912], [0.006, 1.160, 2.086], [-0.913, 1.628, 3.974], [-1.031, -0.038, 3.401], [0.465, -0.026, 5.233], [1.343, 1.380, 4.694], [1.460, -0.690, 2.795], [3.927, -0.190, 4.012], [3.117, 1.315, 3.647], [3.857, -0.959, 1.761], [4.486, 0.694, 1.785], [2.783, -0.008, 0.070], [1.560, 1.819, -0.134], [2.885, 2.484, 0.824], [0.635, 3.135, 1.622], [1.560, 2.329, 2.859], [-0.824, 1.431, 1.568], [-3.468, 3.859, -3.487], [-2.351, 3.299, -2.742], [-1.073, 3.822, -3.187], [-2.526, 3.051, -1.390], [-1.430, 3.593, -0.247], [-3.613, 2.329, -1.068], [-4.244, 1.387, -1.986], [-4.003, 2.164, 0.325], [-3.376, 4.951, -3.545], [-4.412, 3.626, -3.006], [-3.489, 3.463, -4.505], [-1.030, 3.724, -4.273], [-0.260, 3.249, -2.749], [-0.943, 4.875, -2.912], [-3.679, 1.335, -2.913], [-5.274, 1.682, -2.209], [-4.245, 0.405, -1.515], [-3.816, 3.087, 0.868], [-3.443, 1.348, 0.788], [-5.067, 1.926, 0.347], [-3.305, -4.118, 1.063], [-3.790, -2.991, 0.524], [-5.021, -2.801, 1.060], [-3.977, -3.236, -0.785], [-2.887, -1.741, 0.784], [-3.015, -0.828, -0.050], [-2.170, -1.813, 1.792]], "lowdin_charge": [0.735, 0.032, -0.472, 0.073, -0.488, 0.039, -0.192, -0.007, -0.067, -0.081, -0.124, 0.078, -0.187, -0.011, -0.073, -0.073, -0.137, 0.074, 0.113, 0.101, 0.091, 0.094, 0.110, 0.100, 0.096, 0.095, -0.204, -0.218, -0.044, -0.219, -0.206, -0.100, -0.196, -0.226, -0.089, 0.113, 0.100, 0.103, 0.096, 0.046, 0.105, 0.093, 0.106, 0.113, 0.084, 0.107, 0.116, 0.071, 0.086, 0.065, -0.068, -0.234, -0.135, -0.791, 0.695, -0.194, -0.055, -0.087, 0.091, 0.074, 0.089, 0.083, 0.061, 0.077, 0.077, 0.088, 0.075, 0.055, 0.073, 0.090, 0.129, -0.540, 0.116, 0.124, -0.643, -0.016, -0.056], "gap_ev": 8.107, "lumo_energy_ev": 2.299, "total_charge": -1, "e_tot_ev": -81921.809, "homo_ev": -5.809}